A structure of composition C4H7LuO4 in a non-equilibrium geometry, computed with the ωB97M-V functional and the def2-TZVPD basis.

```
! wB97M-V def2-TZVPD RIJCOSX def2/J DEFGRID3
* xyz 1 2
O -0.298 -0.939 1.159
C 0.749 -0.231 0.778
O 1.724 -0.167 1.584
Lu 2.545 1.809 0.608
O 0.786 0.383 -0.321
C -1.125 -1.498 0.108
H -1.426 -0.706 -0.588
H -0.633 -2.343 -0.387
H -2.003 -1.890 0.633
C 1.577 -2.720 -2.943
C 0.985 -3.868 -2.594
O 2.848 -2.349 -2.659
H 1.103 -2.006 -3.619
H 1.411 -4.518 -1.826
H -0.032 -4.060 -2.934
H 3.250 -2.959 -2.030
*
```

**Energy above the lowest of the compared OMol25 structures with the same formula, charge and spin**: 36.7 kcal per mole
**E_LUMO (alpha / beta)**: -5.08 / -6.41 eV
**Frontier orbital gap (alpha / beta)**: 6.45 / 5.12 eV
**E_HOMO (alpha / beta)**: -11.532 / -11.532 eV

Atomic partial charges in e from the natural (NBO) method, atoms 1 to 4: atom 1 (O): -0.4707, atom 2 (C): 0.9689, atom 3 (O): -0.8234, atom 4 (Lu): 1.7736

---

A cluster of 2 separate species, C4H12 in total in a non-equilibrium geometry, computed with the ωB97M-V functional and the def2-TZVPD basis.

```
! wB97M-V def2-TZVPD RIJCOSX def2/J DEFGRID3
* xyz 0 1
C 0.925 1.675 0.276
C 1.163 2.019 -1.190
H 0.793 2.582 0.881
H 0.048 1.100 0.549
H 1.822 1.204 0.682
H 1.089 3.050 -1.486
H 0.359 1.583 -1.797
H 2.098 1.646 -1.578
C -0.581 -2.407 0.150
C -1.509 -1.354 0.750
H -1.137 -3.288 -0.164
H 0.003 -2.023 -0.679
H 0.156 -2.682 0.905
H -2.563 -1.515 0.546
H -1.281 -0.377 0.337
H -1.385 -1.210 1.821
*
```

**Energy above the lowest of the compared OMol25 structures with the same formula, charge and spin**: 9.3 kcal per mole
**E_LUMO**: 1.18 eV
**SMILES string**: CC.CC
**Frontier orbital gap**: 12.63 eV
**E_HOMO**: -11.453 eV

Atomic partial charges in e from the natural (NBO) method, atoms 1 to 4: atom 1 (C): -0.6205, atom 2 (C): -0.6199, atom 3 (H): 0.2051, atom 4 (H): 0.2083

---

A structure of composition C3H6Br2NaSi in a non-equilibrium geometry, computed with the ωB97M-V functional and the def2-TZVPD basis.

```
! wB97M-V def2-TZVPD RIJCOSX def2/J DEFGRID3
* xyz 1 1
C -0.591 1.419 0.824
C -0.780 -0.133 0.744
Br -2.276 -1.039 1.720
C 0.115 -0.926 -0.027
Si 1.606 -0.148 -0.992
Br -0.082 -2.894 -0.180
H -1.508 1.909 1.242
H -0.438 1.878 -0.183
H 0.280 1.672 1.484
H 1.155 1.121 -1.568
H 2.613 0.157 0.025
H 2.043 -1.074 -2.035
Na -2.139 -1.943 -1.055
*
```

**E_LUMO**: -4.10 eV
**Frontier orbital gap**: 9.55 eV
**E_HOMO**: -13.653 eV

Atomic partial charges in e from the natural (NBO) method, atoms 1 to 4: atom 1 (C): -0.6944, atom 2 (C): -0.0558, atom 3 (Br): 0.0599, atom 4 (C): -0.5717

---

A structure of composition C26H29CoN5O5S3, computed with the ωB97M-V functional and the def2-TZVPD basis.

```
! wB97M-V def2-TZVPD RIJCOSX def2/J DEFGRID3
* xyz 1 1
Co 0.514 -0.014 1.269
N 0.369 0.290 3.181
C 1.726 0.354 3.784
C 2.803 0.109 2.721
O 3.964 0.164 3.031
O 2.349 -0.174 1.527
H -0.136 1.163 3.292
H -0.211 -0.421 3.615
H 1.838 -0.403 4.558
H 1.901 1.317 4.259
N 6.706 -1.313 -2.876
C 5.365 -1.165 -2.684
C 4.766 -1.597 -1.489
C 3.411 -1.460 -1.298
C 2.628 -0.880 -2.294
C 3.205 -0.434 -3.477
C 4.561 -0.581 -3.674
S 0.916 -0.697 -2.055
O 0.373 0.059 -3.144
O 0.311 -1.959 -1.717
N 0.758 0.177 -0.664
C 1.065 1.482 -0.538
N 0.800 1.799 0.758
C 1.146 2.997 1.215
C 1.662 3.933 0.346
C 1.852 3.529 -0.977
N 1.578 2.313 -1.432
H 7.292 -1.677 -2.149
H 7.149 -0.964 -3.705
H 5.379 -2.034 -0.711
H 2.964 -1.782 -0.367
H 2.585 0.030 -4.232
H 5.013 -0.238 -4.596
H 0.989 3.207 2.266
H 1.925 4.926 0.675
H 2.267 4.221 -1.701
C 0.651 -3.033 3.106
S 0.462 -2.364 1.450
C -0.652 -3.558 0.693
H 1.219 -3.958 3.038
H -0.309 -3.222 3.585
H 1.232 -2.331 3.699
H -1.490 -3.782 1.350
H -0.067 -4.453 0.492
H -0.990 -3.132 -0.245
O -1.415 0.263 1.228
S -2.196 -0.354 0.042
C -2.472 1.001 -1.067
C -2.524 0.720 -2.420
C -2.753 1.765 -3.307
C -2.903 3.056 -2.829
C -2.832 3.322 -1.463
C -2.621 2.290 -0.569
C -3.827 -0.561 0.716
C -4.214 0.080 1.882
C -5.509 -0.104 2.343
C -6.392 -0.914 1.641
C -5.987 -1.553 0.477
C -4.693 -1.384 0.010
H -2.349 -0.285 -2.782
H -2.783 1.568 -4.369
H -3.068 3.869 -3.524
H -2.948 4.334 -1.102
H -2.565 2.474 0.496
H -3.515 0.708 2.416
H -5.831 0.387 3.251
H -7.401 -1.052 2.006
H -6.675 -2.188 -0.064
H -4.364 -1.883 -0.894
*
```

**Energy above the lowest of the compared OMol25 structures with the same formula, charge and spin**: 0.0 kcal per mole
**E_LUMO**: -3.36 eV
**Frontier orbital gap**: 6.66 eV
**E_HOMO**: -10.016 eV

Atomic partial charges in e from the natural (NBO) method, atoms 1 to 4: atom 1 (Co): 1.1095, atom 2 (N): -0.7506, atom 3 (C): -0.3669, atom 4 (C): 0.7586

---

A cluster of 8 separate species, C28H68F6N4O13P in total in a non-equilibrium geometry, computed with the ωB97M-V functional and the def2-TZVPD basis.

```
! wB97M-V def2-TZVPD RIJCOSX def2/J DEFGRID3
* xyz 0 2
P -0.263 0.712 0.181
F 0.831 0.406 -0.884
F 0.874 1.003 1.271
F -0.036 2.227 -0.342
F -1.522 1.102 1.108
F -1.428 0.432 -1.034
F -0.307 -0.852 0.662
C -2.612 -2.215 3.823
C -3.498 -0.974 3.798
C -3.153 0.304 4.541
O -3.341 0.176 5.907
C -2.665 1.214 6.637
N -3.681 -0.568 2.406
H -1.727 -2.025 3.216
H -3.067 -3.129 3.443
H -2.261 -2.479 4.820
H -4.468 -1.326 4.149
H -3.790 1.115 4.187
H -2.178 0.697 4.250
H -2.565 0.894 7.675
H -3.288 2.105 6.556
H -1.682 1.302 6.175
H -2.793 -0.144 2.181
H -4.198 0.290 2.537
C 4.269 -0.113 0.724
C 3.710 -1.387 0.075
C 2.620 -2.038 0.898
O 1.951 -2.988 0.161
C 0.955 -3.626 0.988
N 3.034 -0.997 -1.164
H 4.937 0.420 0.047
H 4.785 -0.372 1.648
H 3.457 0.584 0.928
H 4.514 -2.103 -0.093
H 1.894 -1.380 1.375
H 3.145 -2.525 1.720
H 0.391 -2.827 1.468
H 1.455 -4.327 1.657
H 0.237 -4.181 0.385
H 2.455 -0.244 -0.822
H 3.602 -0.528 -1.855
C 2.686 -1.245 -6.289
C 2.654 -1.136 -4.783
C 1.708 -0.047 -4.235
O 0.294 -0.469 -4.173
C -0.564 0.690 -3.934
N 2.425 -2.438 -4.059
H 3.321 -2.041 -6.678
H 3.056 -0.284 -6.646
H 1.714 -1.386 -6.763
H 3.680 -0.933 -4.473
H 1.881 0.878 -4.784
H 1.781 0.020 -3.149
H -1.581 0.355 -3.732
H -0.712 1.180 -4.896
H -0.420 1.324 -3.059
H 2.964 -3.188 -4.468
H 1.509 -2.695 -4.398
C -2.088 -2.602 -1.397
C -0.843 -2.938 -2.267
C -1.212 -2.978 -3.776
O -0.160 -3.312 -4.649
C -0.559 -3.168 -6.005
N 0.232 -2.029 -1.931
H -1.835 -2.685 -0.340
H -3.035 -3.118 -1.554
H -2.362 -1.575 -1.639
H -0.596 -3.955 -1.962
H -1.547 -1.943 -3.852
H -2.091 -3.544 -4.084
H -1.192 -4.050 -6.106
H 0.305 -3.289 -6.658
H -1.103 -2.310 -6.400
H 0.196 -1.286 -2.615
H -0.193 -1.616 -1.114
C 3.145 2.860 -1.120
C 4.571 3.277 -1.485
O 4.821 2.919 -2.902
C 5.064 1.650 -3.335
O 4.791 0.644 -2.690
O 5.590 1.661 -4.613
C 5.944 0.480 -5.241
H 2.422 3.127 -1.891
H 2.849 3.355 -0.195
H 3.060 1.805 -0.862
H 5.289 2.766 -0.844
H 4.724 4.354 -1.421
H 6.660 0.813 -5.992
H 5.035 0.267 -5.803
H 6.233 -0.388 -4.648
C -4.538 1.449 -1.243
C -5.033 -0.047 -0.855
O -6.434 -0.177 -1.217
C -7.429 0.274 -0.352
O -8.612 0.071 -0.587
O -6.859 0.803 0.831
C -7.775 0.985 1.908
H -5.264 2.222 -0.990
H -4.444 1.474 -2.329
H -3.667 1.746 -0.659
H -4.773 -0.289 0.175
H -4.554 -0.782 -1.503
H -8.193 0.022 2.201
H -8.484 1.793 1.729
H -7.151 1.266 2.756
C 1.976 3.746 8.552
C 2.722 2.968 7.519
O 2.181 3.379 6.292
C 1.224 2.685 5.710
O 0.599 1.723 6.219
O 0.993 3.231 4.470
C -0.099 2.769 3.693
H 2.361 4.758 8.423
H 2.062 3.442 9.595
H 0.904 3.839 8.377
H 2.678 1.887 7.653
H 3.739 3.344 7.628
H -1.005 3.272 4.033
H -0.278 1.704 3.839
H 0.047 3.026 2.644
*
```

**E_LUMO (alpha / beta)**: 0.51 / -3.62 eV
**Frontier orbital gap (alpha / beta)**: 9.69 / 4.79 eV
**E_HOMO (alpha / beta)**: -9.182 / -8.407 eV

Atomic partial charges in e from the Löwdin method, atoms 1 to 4: atom 1 (P): 0.2099, atom 2 (F): -0.1535, atom 3 (F): -0.1311, atom 4 (F): -0.1540

---

A cluster of 2 separate species, C3H7ClFOP in total in a non-equilibrium geometry, computed with the ωB97M-V functional and the def2-TZVPD basis.

```
! wB97M-V def2-TZVPD RIJCOSX def2/J DEFGRID3
* xyz 0 1
O -2.299 0.802 1.264
P -2.570 0.359 -0.241
F -3.813 1.397 -0.534
Cl -3.744 -1.289 0.034
H -3.062 0.864 1.854
C 1.154 -1.414 0.163
C 2.114 -0.523 0.003
C 1.938 0.771 -0.717
H 0.165 -1.242 -0.234
H 1.306 -2.342 0.685
H 3.103 -0.698 0.409
H 2.667 0.858 -1.521
H 0.936 0.853 -1.130
H 2.103 1.604 -0.034
*
```

**Energy above the lowest of the compared OMol25 structures with the same formula, charge and spin**: 10.5 kcal per mole
**E_LUMO**: 0.72 eV
**SMILES string**: OP(F)Cl.C=CC
**Frontier orbital gap**: 10.41 eV
**E_HOMO**: -9.690 eV

Atomic partial charges in e from the natural (NBO) method, atoms 1 to 4: atom 1 (O): -0.9984, atom 2 (P): 1.4280, atom 3 (F): -0.5923, atom 4 (Cl): -0.3437

---

no.,electronic energy (eV)
1,-46063.062
2,-4342.127
3,-155580.247
4,-115248.661
5,-88308.809
6,-29802.355